Computed, not measured: a structure of composition C27H36N9O6S5Sc, with ωB97M-V/def2-TZVPD.

```
84
Properties=species:S:1:pos:R:3:mulliken_charge:R:1
Sc -0.692 -0.137 0.190 0.525
N 1.451 5.858 4.938 -0.553
C 1.239 4.578 4.451 1.018
C 1.204 4.342 3.071 -0.971
C 0.949 3.077 2.583 -0.390
C 0.726 2.030 3.469 -0.197
C 0.769 2.243 4.837 -0.702
C 1.016 3.512 5.325 -0.764
S 0.395 0.427 2.845 1.918
O 0.659 -0.525 3.887 -0.749
O -0.989 0.403 2.313 -0.643
N 1.181 0.211 1.478 0.283
C 2.551 0.086 1.449 0.101
N 3.050 -0.380 0.299 -0.291
C 4.367 -0.505 0.238 -0.316
C 5.203 -0.184 1.296 -0.678
C 4.578 0.289 2.436 -0.300
N 3.262 0.433 2.528 -0.508
H 1.925 6.495 4.320 0.232
H 1.770 5.922 5.890 0.224
H 1.390 5.161 2.385 0.316
H 0.925 2.892 1.516 0.497
H 0.620 1.409 5.509 0.515
H 1.046 3.684 6.395 0.313
H 4.766 -0.884 -0.698 0.451
H 6.275 -0.297 1.235 0.386
H 5.151 0.567 3.315 0.434
C -2.713 3.630 -6.117 -1.727
C -2.551 3.419 -4.637 0.908
C -1.286 3.338 -4.060 -0.455
C -1.133 3.117 -2.699 -0.598
C -2.267 2.980 -1.917 0.625
C -3.539 3.019 -2.467 -0.568
C -3.672 3.253 -3.825 -0.803
S -2.112 2.679 -0.173 0.471
C -1.791 4.354 0.366 -1.260
O -0.739 2.031 -0.002 -0.232
H -1.778 3.948 -6.578 0.347
H -3.469 4.387 -6.327 0.496
H -3.034 2.707 -6.608 0.263
H -0.406 3.438 -4.686 0.312
H -0.152 3.009 -2.251 0.406
H -4.406 2.837 -1.844 0.430
H -4.661 3.286 -4.268 0.395
H -0.908 4.724 -0.154 0.344
H -1.625 4.317 1.442 0.421
H -2.661 4.967 0.136 0.456
C -2.546 -1.369 -5.480 -1.442
C -2.090 -0.104 -4.771 0.011
N -1.149 -0.365 -3.686 0.522
C 0.109 0.011 -3.553 0.260
S 0.943 -0.030 -2.048 -0.280
N 0.847 0.433 -4.610 0.049
C 0.745 0.005 -6.002 -0.336
C 0.568 1.167 -6.965 -0.881
H -3.267 -1.120 -6.260 0.415
H -3.029 -2.033 -4.765 0.245
H -1.717 -1.912 -5.938 0.303
H -2.955 0.371 -4.303 0.190
H -1.663 0.629 -5.453 0.171
H -1.607 -0.574 -2.802 -0.589
H 1.774 0.697 -4.314 0.330
H -0.067 -0.709 -6.097 -0.014
H 1.659 -0.542 -6.248 0.469
H -0.355 1.710 -6.757 -0.006
H 0.534 0.810 -7.995 0.391
H 1.397 1.872 -6.878 0.328
O -2.419 -1.267 0.597 -0.535
S -3.271 -0.824 -0.580 1.065
O -2.251 0.152 -1.220 -0.329
O -4.445 -0.102 -0.172 -0.696
S -3.591 -2.282 -1.834 -0.405
N 1.701 -4.776 2.365 -0.478
C 1.051 -4.236 1.282 0.338
C 0.724 -2.870 1.259 0.031
N 0.133 -2.330 0.210 0.779
C -0.153 -3.125 -0.831 -0.148
C 0.176 -4.461 -0.790 -0.755
N 0.780 -5.027 0.255 -0.650
H 1.614 -4.292 3.242 0.239
H 1.668 -5.781 2.419 0.274
H 0.943 -2.236 2.108 0.039
H -0.670 -2.693 -1.676 0.323
H -0.062 -5.106 -1.627 0.386
```

Summary:
total charge: 0
max |F|: 0.003 Eh/bohr
highest occupied orbital energy: -7.67 eV
LUMO energy: 0.0116 hartree
calculated total energy: -129162.685 eV
Kohn-Sham gap: 7.98 eV